# 1
Entry from the Open Molecules 2025 dataset: C2H5NOS as an isolated structure at a distorted geometry (wB97M-V/def2-TZVPD).

E_LUMO, Eh: 0.01217
Molecular weight, g/mol: 91.1
E_HOMO, eV: -8.654
Charge: 0
2S+1: 1

Structure (XYZ):
```
10
Properties=species:S:1:pos:R:3:forces:R:3
C -1.098631 1.506328 0.087184 -0.300 0.895 -2.430
C 1.210536 0.519658 0.031151 0.395 3.776 -1.857
H -2.361279 0.977697 -0.343879 4.215 2.104 1.448
H -1.225173 2.067135 1.410190 0.664 -2.079 -4.390
H -0.512871 2.309685 -0.916414 -2.647 -1.700 3.670
H 0.190876 -1.762699 0.140246 1.819 -1.321 0.223
H 1.653504 1.575979 -0.105625 -1.635 -0.533 0.581
N -0.110390 0.341353 -0.227730 -1.515 3.817 1.786
O 2.047935 -0.303775 0.058956 1.611 -3.306 0.777
S -0.876702 -1.080186 0.014246 -2.607 -1.653 0.192
```
Positions in Å, forces in eV/Å.

# 2
Entry from the Open Molecules 2025 dataset: a 2-piece molecular cluster, C2H5NOS overall at a distorted geometry (wB97M-V/def2-TZVPD).

E_LUMO, Eh: 0.01563
Molecular weight, g/mol: 91.1
E_HOMO, eV: -7.717
Charge: 0
2S+1: 1

Structure (XYZ):
```
10
Properties=species:S:1:pos:R:3:forces:R:3
C -0.965374 -0.205355 -0.105779 2.463 3.799 1.587
C 0.618190 1.133255 -0.025511 -4.015 -2.904 -2.603
N -0.678122 -1.475240 -0.227799 2.509 -1.008 -0.452
O 1.770332 0.496126 -0.222242 2.331 -0.773 2.982
S -2.428494 0.419195 0.304164 0.279 -0.178 -0.481
H 0.420825 1.568961 -0.955564 -0.865 1.007 -1.182
H 0.339904 1.784591 0.755741 0.232 0.214 1.480
H 0.213997 -2.020696 -0.206759 -0.781 1.752 -0.260
H -1.430512 -2.030256 -0.003278 -2.090 -1.765 0.366
H 2.139252 0.329423 0.687030 -0.063 -0.144 -1.437
```
Positions in Å, forces in eV/Å.

# 3
Entry from the Open Molecules 2025 dataset: a single C2H5NOS2 molecule at a distorted geometry (wB97M-V/def2-TZVPD).

E_LUMO, Eh: 0.02085
Molecular weight, g/mol: 123.2
E_HOMO, eV: -8.874
Charge: 0
2S+1: 1

Structure (XYZ):
```
11
Properties=species:S:1:pos:R:3:forces:R:3
C 2.128614 0.453648 -0.006689 -0.335 0.472 0.595
S 0.981061 -0.965910 0.002048 0.569 0.022 -0.167
C -0.571944 -0.152561 0.022829 -0.022 1.800 0.106
S -0.843106 1.530640 0.020934 0.242 -0.971 -0.118
N -1.599842 -0.963491 0.057284 0.057 -2.601 -0.074
O -2.905107 -0.531150 -0.029675 0.361 0.086 0.034
H 3.178560 0.142663 -0.064553 -0.437 -0.495 0.161
H 1.942004 1.069547 -0.895786 -0.178 -0.015 0.528
H 1.952649 0.983316 0.962204 0.259 -0.104 -1.096
H -1.489574 -2.015521 0.050950 -0.492 1.942 -0.047
H -2.773311 0.448815 -0.119546 -0.025 -0.137 0.077
```
Positions in Å, forces in eV/Å.

# 4
Entry from the Open Molecules 2025 dataset: a 2-piece molecular cluster, C2H5NP2 overall at a distorted geometry (wB97M-V/def2-TZVPD).

E_LUMO (spin up / spin down), Eh: -0.04406 / -0.02821
Molecular weight, g/mol: 105.0
E_HOMO (spin up / spin down), eV: -7.317 / -7.303
Charge: 0
2S+1: 1

Structure (XYZ):
```
10
Properties=species:S:1:pos:R:3:forces:R:3
C -0.585245 -0.979134 0.100640 -0.296 0.880 1.412
C -1.941535 -1.342641 -0.477795 0.299 -1.050 1.551
N 1.974728 1.909036 0.093870 -1.939 -1.212 -1.333
P 3.179764 2.718649 0.714983 0.261 1.946 0.504
P 0.779786 1.324765 -0.694704 0.082 -0.193 0.572
H -0.619501 -0.704789 1.233538 -0.076 -0.641 -1.615
H -1.874348 -2.398047 -0.803392 0.716 0.557 -1.182
H -2.806807 -1.597103 0.191871 0.429 1.583 -0.001
H -2.118864 -0.591759 -1.255050 -0.422 -0.636 -0.228
H 4.012020 1.661023 0.896039 0.945 -1.234 0.320
```
Positions in Å, forces in eV/Å.

# 5
Entry from the Open Molecules 2025 dataset: a single C2H5NP2 molecule at a distorted geometry (wB97M-V/def2-TZVPD).

E_LUMO (spin up / spin down), Eh: 0.00263 / -0.05363
Molecular weight, g/mol: 105.0
Expectation value of S²: 2.053
E_HOMO (spin up / spin down), eV: -6.499 / -8.673
Charge: 0
2S+1: 3

Structure (XYZ):
```
10
Properties=species:S:1:pos:R:3:forces:R:3
C -1.302769 0.113102 -0.253261 2.494 1.700 0.777
C -2.702699 0.408479 0.041622 0.993 1.562 -4.110
N 3.088070 -0.797388 -0.117093 -1.524 0.464 -0.038
P 0.191190 -0.046349 0.342175 -1.458 -2.034 0.642
P 2.226144 0.689357 0.051108 1.039 0.688 -1.207
H -2.931798 -0.371305 0.706691 -1.852 -0.649 0.764
H -2.789297 1.459599 0.334293 0.016 -0.400 0.857
H -3.122596 0.532439 -1.034693 -0.528 -1.163 1.875
H 3.520602 -1.122296 0.696313 0.184 -0.681 1.950
H 3.823150 -0.865634 -0.767159 0.634 0.515 -1.509
```
Positions in Å, forces in eV/Å.

# 6
Entry from the Open Molecules 2025 dataset: a single C2H5NP2 molecule at a distorted geometry (wB97M-V/def2-TZVPD).

E_LUMO (spin up / spin down), Eh: 0.00656 / -0.07664
Molecular weight, g/mol: 105.0
Expectation value of S²: 2.026
E_HOMO (spin up / spin down), eV: -6.491 / -9.376
Charge: 0
2S+1: 3

Structure (XYZ):
```
10
Properties=species:S:1:pos:R:3:forces:R:3
C -1.740003 0.426751 -0.128549 0.622 -1.053 1.217
C 2.251010 -0.444752 -0.068981 -1.894 0.577 4.123
N 0.853886 -0.250241 -0.210386 2.050 0.367 -0.130
P -3.396480 0.094916 -0.144435 -0.034 1.009 0.373
P -0.426846 -1.113388 -0.052283 -4.112 1.717 -0.207
H -1.384397 1.449616 0.158559 0.120 -1.205 -0.422
H 2.703188 -0.012732 -0.847673 2.332 1.497 -2.762
H 2.436561 -1.462512 0.031851 0.403 -2.202 -0.568
H 2.634216 -0.130049 0.942915 -0.256 0.526 -0.929
H -3.931133 1.442394 0.318978 0.769 -1.233 -0.696
```
Positions in Å, forces in eV/Å.

# 7
Entry from the Open Molecules 2025 dataset: a single C2H5NS molecule at a distorted geometry (wB97M-V/def2-TZVPD).

E_LUMO (spin up / spin down), Eh: -0.01371 / -0.01377
Molecular weight, g/mol: 75.1
E_HOMO (spin up / spin down), eV: -8.743 / -8.743
Charge: 0
2S+1: 1

Structure (XYZ):
```
9
Properties=species:S:1:pos:R:3:forces:R:3
H 1.728239 -1.978426 -0.180299 0.115 -0.315 0.116
N 0.771265 -1.737041 0.091160 1.515 2.965 0.217
S 0.732924 -0.047931 -0.002666 -1.991 1.302 -0.300
C 1.430300 1.556377 0.135061 0.958 -4.050 0.081
C -1.084137 0.022808 0.067230 -0.737 -0.792 -2.317
H 0.733083 2.275273 -0.287928 -0.996 -0.345 0.113
H -1.371106 1.066559 -0.246325 -0.031 -1.284 0.665
H -1.396543 -0.337948 1.032211 0.038 0.610 0.681
H -1.544026 -0.819671 -0.608440 1.129 1.909 0.743
```
Positions in Å, forces in eV/Å.

# 8
Entry from the Open Molecules 2025 dataset: a 2-piece molecular cluster, C2H5NS overall at a distorted geometry (wB97M-V/def2-TZVPD).

E_LUMO (spin up / spin down), Eh: 0.00109 / 0.00904
Molecular weight, g/mol: 75.1
E_HOMO (spin up / spin down), eV: -8.541 / -8.249
Charge: 0
2S+1: 1

Structure (XYZ):
```
9
Properties=species:S:1:pos:R:3:forces:R:3
C -0.888607 0.155137 -0.612211 1.500 -0.350 0.428
C 1.590272 -0.542619 0.205003 -1.443 0.320 -0.239
N -1.582332 1.090248 0.156393 -0.154 0.842 -0.026
S -2.255322 -0.560199 0.154229 -0.295 -0.463 0.326
H -0.775184 0.256701 -1.676501 0.082 0.058 -0.234
H 1.936599 -0.860094 -0.752726 0.195 -0.103 -0.370
H 1.239669 -1.281451 0.897321 -0.065 -0.191 0.167
H 1.880292 0.416313 0.580684 0.133 0.293 0.072
H -1.145385 1.325968 1.047808 0.046 -0.407 -0.125
```
Positions in Å, forces in eV/Å.